{
  "formula": "C7H14PS",
  "method": "the ωB97M-V functional and the def2-TZVPD basis",
  "elements": ["C", "C", "C", "C", "C", "C", "C", "P", "S", "H", "H", "H", "H", "H", "H", "H", "H", "H", "H", "H", "H", "H", "H"],
  "positions_angstrom": [[0.7808, -0.8667, -1.2829], [-0.0296, -1.3572, -2.4421], [-0.0629, 1.9124, 2.5119], [0.6356, 0.4422, -0.7815], [0.5853, -2.6230, -3.0644], [-0.9689, 2.2243, 1.3592], [-0.4876, 0.6399, 3.2826], [-1.3760, 0.4947, 0.4386], [-0.8762, -0.7643, 2.0381], [-0.1450, -3.1628, -3.5908], [1.3655, -1.6787, -0.8560], [-1.0261, -1.5212, -1.8964], [-0.2428, -0.7526, -3.3393], [0.9162, 1.6476, 2.1156], [0.0128, 2.6786, 3.2111], [1.3775, 0.6527, 0.0565], [0.5367, 1.1467, -1.6063], [1.1930, -3.0825, -2.3561], [1.2412, -2.4154, -3.8519], [-1.9705, 2.7439, 1.5083], [-0.3933, 2.7777, 0.6098], [0.2810, 0.1824, 3.9653], [-1.3466, 0.6814, 3.9707]],
  "atomic_forces_ev_per_a": [[-1.5, 1.4, -1.0], [0.1, -0.6, -0.2], [-0.4, -2.9, 0.0], [2.0, -1.6, 1.0], [-1.0, 1.5, 0.4], [-1.0, -1.1, -1.5], [0.2, -1.4, 0.7], [1.2, 0.5, 0.9], [-0.2, 2.0, -0.1], [-1.1, -1.4, 0.1], [-0.1, 0.4, 0.7], [0.9, -0.2, -0.8], [-0.1, 0.9, 1.0], [0.2, 0.4, 0.0], [0.2, 1.6, 1.1], [-1.1, 0.2, -1.2], [-0.5, 0.4, 0.5], [0.5, -1.8, 1.2], [1.2, 1.1, -1.1], [1.3, -0.8, 0.2], [-0.4, 0.1, 0.0], [-0.2, 0.7, -1.0], [-0.1, 0.5, -0.7]],
  "nbo_charge": [0.172, -0.509, -0.445, -0.661, -0.602, -0.648, -0.461, 0.751, -0.016, 0.237, 0.222, 0.264, 0.264, 0.215, 0.255, 0.253, 0.272, 0.204, 0.225, 0.268, 0.250, 0.251, 0.238],
  "max_force_ev_per_a": 2.9,
  "charge": 1,
  "orbital_gap_ev": 7.47,
  "lumo_energy_ev": -5.65
}


{
  "formula": "CH4Br2Si",
  "method": "the ωB97M-V functional and the def2-TZVPD basis",
  "elements": ["C", "Si", "Br", "Br", "H", "H", "H", "H"],
  "positions_angstrom": [[-1.2280, -0.9817, -0.2062], [0.5157, -0.1415, -0.4570], [-2.8105, 0.1826, 0.1105], [1.5438, -2.1672, -0.2013], [-1.3570, -1.8191, 0.5310], [-1.4029, -1.5121, -1.0829], [2.4796, 3.2732, 1.0428], [2.2594, 3.1658, 0.2632]],
  "atomic_forces_ev_per_a": [[-0.1, 0.2, 2.3], [-0.7, -0.7, 0.4], [0.7, -0.2, -0.3], [0.0, 0.3, -0.1], [0.6, 1.1, -0.2], [-0.5, -0.7, -2.1], [-0.6, -0.3, -2.1], [0.6, 0.3, 2.1]],
  "nbo_charge": [-1.021, 0.970, -0.031, -0.409, 0.259, 0.232, 0.001, -0.002],
  "max_force_ev_per_a": 2.3,
  "orbital_gap_ev": 8.23,
  "lumo_energy_ev": -1.23
}


{
  "formula": "C21H44Cl38INO4P",
  "method": "the ωB97M-V functional and the def2-TZVPD basis",
  "elements": ["O", "C", "I", "C", "N", "P", "O", "O", "O", "H", "H", "H", "H", "H", "H", "C", "Cl", "Cl", "H", "H", "C", "Cl", "Cl", "H", "H", "C", "Cl", "Cl", "H", "H", "C", "Cl", "Cl", "H", "H", "C", "Cl", "Cl", "H", "H", "C", "Cl", "Cl", "H", "H", "C", "Cl", "Cl", "H", "H", "C", "Cl", "Cl", "H", "H", "C", "Cl", "Cl", "H", "H", "C", "Cl", "Cl", "H", "H", "C", "Cl", "Cl", "H", "H", "C", "Cl", "Cl", "H", "H", "C", "Cl", "Cl", "H", "H", "C", "Cl", "Cl", "H", "H", "C", "Cl", "Cl", "H", "H", "C", "Cl", "Cl", "H", "H", "C", "Cl", "Cl", "H", "H", "C", "Cl", "Cl", "H", "H", "C", "Cl", "Cl", "H", "H"],
  "positions_angstrom": [[-0.5943, -0.4289, 0.5508], [-0.5394, -1.6402, 0.5784], [-1.7180, -2.8776, 1.7888], [0.4279, -2.3506, -0.3470], [1.7168, -1.6003, -0.3783], [2.7669, -1.8031, 1.0663], [2.2228, -1.0614, 2.1910], [2.9513, -3.3164, 1.3177], [4.1477, -1.2667, 0.5538], [-0.0065, -2.2861, -1.3353], [0.5508, -3.3996, -0.1371], [1.5301, -0.5967, -0.5258], [2.2378, -1.9338, -1.2061], [2.4684, -3.9090, 0.7291], [3.9846, -0.5870, -0.1237], [-4.5822, 0.5845, 0.4927], [-5.3650, -0.2348, -0.8616], [-4.2470, -0.5240, 1.8343], [-3.6425, 0.9985, 0.1493], [-5.2342, 1.3703, 0.8512], [0.2479, 2.8246, 0.3608], [-0.9207, 3.0096, -0.9510], [1.6415, 1.8377, -0.1241], [0.6125, 3.8030, 0.6446], [-0.2603, 2.3426, 1.1892], [-2.8387, -6.2870, 4.1160], [-1.8577, -5.8659, 5.5189], [-3.5956, -4.8541, 3.3894], [-2.2041, -6.7495, 3.3705], [-3.6265, -6.9590, 4.4228], [2.8080, -4.1465, -3.5817], [3.1514, -2.4068, -3.5789], [2.7241, -4.7464, -1.9122], [1.8472, -4.3089, -4.0550], [3.6043, -4.6567, -4.1219], [4.8711, -4.1061, -7.1557], [4.0784, -5.0328, -8.4234], [5.1967, -5.1086, -5.7184], [5.8159, -3.7340, -7.5253], [4.2275, -3.2842, -6.8655], [-0.4597, 6.1147, -2.6545], [1.2707, 6.4616, -2.7754], [-1.3084, 6.3465, -4.1865], [-0.5788, 5.0809, -2.3570], [-0.8942, 6.7780, -1.9157], [-2.4957, 3.9975, 2.8241], [-2.2494, 2.2855, 2.4131], [-1.8007, 5.0850, 1.6085], [-3.5598, 4.1863, 2.8905], [-2.0175, 4.1743, 3.7743], [-3.9816, 5.3306, -0.9697], [-4.5584, 3.6543, -0.9276], [-4.7631, 6.3241, 0.2616], [-2.9158, 5.3200, -0.7784], [-4.1977, 5.7455, -1.9449], [-6.9534, -6.9742, 2.1129], [-5.5036, -7.8434, 2.6439], [-6.8139, -6.4200, 0.4441], [-7.7984, -7.6456, 2.1888], [-7.0876, -6.1127, 2.7542], [-2.4513, 2.6098, 6.2197], [-3.6579, 1.8459, 7.2503], [-2.6759, 4.3684, 6.1104], [-1.4651, 2.3956, 6.6060], [-2.5423, 2.2001, 5.2202], [-4.7398, 5.0246, -5.5925], [-4.5936, 6.7681, -5.3356], [-4.6131, 4.1260, -4.0748], [-5.7004, 4.8170, -6.0445], [-3.9363, 4.7026, -6.2428], [6.7227, -1.7734, -4.7866], [8.1866, -2.5141, -4.1491], [6.8681, -1.3522, -6.5022], [5.9085, -2.4769, -4.6735], [6.5233, -0.8659, -4.2279], [1.9796, 1.6527, -4.3680], [1.2062, 0.7967, -5.6946], [2.3096, 0.5651, -2.9950], [2.9249, 2.0564, -4.7059], [1.3232, 2.4405, -4.0190], [-8.1764, 2.2107, -4.6994], [-7.4452, 1.3008, -3.3748], [-7.0986, 2.3241, -6.0997], [-9.0846, 1.7100, -5.0077], [-8.3901, 3.2128, -4.3506], [1.4565, 1.6101, 6.4699], [0.3323, 0.7980, 7.5687], [1.1614, 3.3552, 6.3972], [2.4663, 1.4376, 6.8115], [1.3187, 1.2035, 5.4751], [2.1665, -2.1764, 5.6305], [2.3193, -3.9324, 5.7118], [2.7233, -1.3834, 7.1127], [2.7613, -1.8169, 4.8002], [1.1213, -1.9285, 5.4865], [3.4376, 6.7808, 6.0552], [1.7085, 7.1181, 5.9166], [4.3020, 7.0944, 4.5454], [3.8501, 7.4162, 6.8278], [3.5618, 5.7365, 6.3119], [1.2778, -7.9824, -0.8764], [1.3058, -6.6176, 0.2628], [-0.3094, -8.7323, -0.9490], [1.5360, -7.6084, -1.8594], [2.0016, -8.7128, -0.5394], [7.2956, 0.6991, -0.5085], [5.5774, 0.9575, -0.9034], [8.3158, 0.6774, -1.9400], [7.6080, 1.5137, 0.1314], [7.3902, -0.2491, 0.0052]],
  "atomic_forces_ev_per_a": [[0.1, -1.6, 0.1], [-0.4, 1.8, 0.4], [0.5, -0.1, -0.2], [-0.4, 0.3, -0.1], [0.6, -1.0, -0.6], [0.4, 1.5, 2.2], [-0.5, -0.2, -0.3], [-0.3, -0.6, -0.6], [-0.7, -0.5, -0.9], [-0.1, 0.0, -0.4], [0.3, -0.3, 0.3], [-0.3, 0.3, 0.3], [0.0, 0.1, -0.1], [0.2, -0.5, 0.0], [1.0, 0.4, 0.2], [0.0, 0.0, 0.0], [0.0, 0.0, 0.0], [-0.2, 0.2, 0.0], [0.0, 0.0, 0.0], [-0.1, 0.0, 0.0], [-0.2, 0.0, 0.1], [0.1, -0.3, -0.1], [0.2, 0.2, 0.1], [0.1, 0.0, -0.1], [0.2, 0.0, -0.2], [0.2, 0.0, 0.1], [0.0, 0.0, 0.0], [-0.3, -0.1, 0.1], [0.0, 0.0, 0.0], [-0.1, 0.0, 0.1], [0.1, 0.1, 0.0], [-0.1, -0.1, -0.1], [0.0, -0.1, -0.2], [-0.1, 0.0, 0.1], [-0.2, 0.1, 0.3], [-0.1, 0.0, -0.2], [0.0, 0.0, 0.0], [0.3, 0.0, -0.2], [0.1, -0.1, 0.0], [0.0, 0.0, 0.1], [-0.1, -0.1, 0.0], [0.0, 0.0, 0.0], [0.0, 0.0, 0.1], [0.1, 0.1, 0.0], [0.0, 0.1, 0.0], [0.0, 0.0, -0.2], [-0.3, 0.0, 0.2], [0.1, 0.0, 0.3], [-0.1, 0.0, -0.1], [0.1, 0.1, -0.1], [0.0, 0.1, 0.0], [0.0, 0.0, 0.1], [0.0, 0.0, 0.0], [0.0, 0.0, 0.0], [-0.1, 0.0, -0.1], [0.0, 0.1, 0.0], [-0.1, -0.1, 0.0], [0.0, 0.0, 0.0], [0.0, -0.1, 0.0], [0.1, 0.0, 0.0], [-0.1, -0.1, -0.2], [0.0, 0.0, 0.0], [0.0, 0.0, 0.3], [0.0, 0.2, 0.2], [-0.1, 0.0, 0.0], [0.1, 0.0, -0.1], [-0.1, 0.0, 0.0], [-0.1, 0.0, -0.2], [-0.1, 0.0, 0.1], [0.1, 0.0, 0.0], [0.0, 0.1, 0.1], [0.0, 0.0, 0.0], [0.0, 0.1, 0.1], [0.0, -0.1, 0.0], [0.1, 0.1, 0.0], [-0.1, 0.1, -0.1], [0.0, 0.0, 0.0], [0.2, 0.0, -0.1], [0.1, -0.1, 0.0], [0.0, 0.0, 0.1], [0.0, 0.0, 0.1], [0.0, 0.0, 0.0], [-0.1, 0.0, -0.1], [0.0, -0.1, 0.0], [0.1, 0.0, 0.0], [-0.1, 0.0, -0.1], [-0.1, 0.1, 0.0], [0.0, 0.0, 0.0], [0.1, 0.0, 0.1], [0.0, 0.0, 0.0], [0.0, 0.1, 0.0], [0.0, 0.0, 0.0], [0.2, -0.3, -0.1], [0.0, 0.0, 0.0], [0.0, 0.0, 0.0], [0.0, 0.0, 0.0], [0.0, 0.0, 0.0], [0.0, 0.0, 0.0], [0.0, 0.1, 0.0], [0.0, 0.0, 0.0], [0.0, -0.1, -0.2], [-0.1, 0.0, 0.3], [0.0, 0.0, 0.0], [0.0, 0.1, 0.0], [0.0, 0.0, 0.1], [0.2, -0.1, 0.1], [0.0, 0.3, -0.3], [-0.1, 0.0, 0.0], [0.0, 0.1, 0.0], [-0.1, -0.1, 0.0]],
  "mulliken_charge": [-0.501, 0.115, 0.133, -0.516, 0.637, 1.035, -0.486, -0.409, -0.382, 0.328, 0.498, -0.070, -0.131, 0.184, 0.273, 0.060, -0.174, -0.131, -0.120, 0.350, -0.316, -0.048, -0.065, 0.455, -0.039, -0.255, -0.143, -0.128, 0.299, 0.223, 0.107, -0.083, -0.103, 0.378, -0.211, -0.042, -0.148, -0.194, 0.261, 0.134, 0.311, -0.180, -0.127, -0.285, 0.290, -0.263, 0.016, -0.169, 0.407, 0.053, 0.332, -0.110, -0.154, -0.294, 0.220, -0.248, -0.150, -0.141, 0.326, 0.221, 0.825, -0.178, -0.182, -0.318, -0.117, -0.343, -0.161, -0.030, 0.249, 0.303, 0.529, -0.149, -0.172, -0.350, 0.148, -0.291, -0.146, -0.004, 0.316, 0.140, -0.306, -0.079, -0.161, 0.329, 0.233, -0.248, -0.147, -0.127, 0.342, 0.196, 0.051, -0.171, -0.170, 0.058, 0.237, -0.167, -0.143, -0.155, 0.287, 0.174, -0.228, -0.116, -0.133, 0.162, 0.346, -0.352, -0.078, -0.120, 0.359, 0.230],
  "max_force_ev_per_a": 2.7,
  "charge": 1,
  "orbital_gap_ev": 9.26,
  "lumo_energy_ev": -2.95
}


{
  "formula": "C2H2N2PS3",
  "method": "the ωB97M-V functional and the def2-TZVPD basis",
  "elements": ["C", "C", "N", "N", "P", "S", "S", "S", "H", "H"],
  "positions_angstrom": [[-1.1830, -0.0551, 1.0369], [0.4794, 0.2889, -0.9909], [-0.5437, 0.5631, -0.0967], [-0.8177, -1.1182, 1.6557], [1.6453, -1.1835, -1.0208], [0.4182, -1.9676, 0.8983], [-2.4696, 0.8847, 1.4831], [0.6959, 1.3782, -2.2206], [-1.0271, 1.4418, -0.1264], [2.8024, -0.2322, -0.6186]],
  "atomic_forces_ev_per_a": [[0.3, 0.3, -0.2], [-1.4, 0.7, 0.4], [1.9, -1.8, -0.4], [1.3, 0.3, -1.3], [-1.2, 1.8, 2.7], [1.9, -1.8, -0.8], [-1.8, 1.0, 0.9], [0.4, 0.0, -0.2], [0.1, 0.7, -1.0], [-1.4, -1.3, -0.1]],
  "nbo_charge": [0.213, -0.174, -0.640, -0.643, 0.392, 0.052, -0.404, -0.207, 0.434, -0.024],
  "max_force_ev_per_a": 3.4,
  "charge": -1,
  "smiles": "S=C1NC([S-])=NSP1",
  "orbital_gap_ev": 6.53,
  "lumo_energy_ev": 2.74
}


{
  "formula": "C4H8O3",
  "method": "the ωB97M-V functional and the def2-TZVPD basis",
  "elements": ["C", "C", "O", "C", "O", "C", "O", "H", "H", "H", "H", "H", "H", "H", "H"],
  "positions_angstrom": [[-2.2318, 0.4260, -1.1099], [-0.2700, 1.2152, 0.2792], [0.6191, 1.0885, 1.0948], [-0.7443, 0.2343, -0.7640], [1.5449, -1.8371, 0.3533], [2.4808, -1.6407, 1.0911], [2.7033, -0.5379, 1.7896], [-2.8941, 0.1264, -0.2960], [-2.5006, -0.1561, -1.9994], [-2.4402, 1.4778, -1.3581], [-0.8177, 2.1773, 0.2564], [1.9600, 0.0796, 1.5950], [-0.2507, 0.5116, -1.6990], [-0.4342, -0.7867, -0.5078], [3.2754, -2.3782, 1.2748]],
  "atomic_forces_ev_per_a": [[-0.1, 0.0, 0.1], [0.0, 0.1, 0.0], [-0.4, 0.0, -0.4], [-0.1, 0.0, -0.1], [0.4, 0.0, 0.3], [-0.1, -0.3, -0.2], [-0.2, 0.0, -0.1], [0.0, 0.0, 0.0], [0.1, 0.0, 0.3], [0.1, -0.2, 0.2], [0.0, 0.1, 0.0], [0.0, 0.0, 0.0], [0.6, 0.0, 0.1], [-0.2, 0.3, -0.1], [0.0, 0.0, 0.0]],
  "nbo_charge": [-0.604, 0.492, -0.570, -0.535, -0.620, 0.656, -0.688, 0.210, 0.222, 0.205, 0.104, 0.519, 0.238, 0.266, 0.105],
  "max_force_ev_per_a": 0.6,
  "smiles": "CCC=O.O=CO",
  "orbital_gap_ev": 10.94,
  "lumo_energy_ev": 0.76
}


{
  "formula": "C7H12FN",
  "method": "the ωB97M-V functional and the def2-TZVPD basis",
  "elements": ["C", "C", "C", "C", "C", "C", "C", "N", "F", "H", "H", "H", "H", "H", "H", "H", "H", "H", "H", "H", "H"],
  "positions_angstrom": [[-1.0491, -1.1082, 0.6297], [-2.0866, 1.7487, 0.7622], [2.0003, -0.2066, 0.2062], [0.8995, -1.8631, -1.3185], [-0.6050, 1.2730, 0.7180], [-0.5447, -0.0419, -0.1201], [0.8126, -0.4020, -0.8099], [-1.5453, -2.0024, 1.1672], [1.0108, 0.5481, -1.8321], [-2.4002, 2.0919, -0.2306], [-2.6217, 1.0148, 1.1674], [-2.1671, 2.7000, 1.2716], [2.3702, 0.8195, 0.2363], [1.7793, -0.3806, 1.2367], [2.7640, -0.9844, -0.0501], [0.0500, -2.0388, -1.9357], [1.8848, -2.0735, -1.7833], [0.9719, -2.3663, -0.3964], [-0.2445, 0.9392, 1.7701], [-0.0718, 2.1004, 0.3305], [-1.2074, 0.2320, -1.0192]],
  "atomic_forces_ev_per_a": [[-1.7, -2.4, 0.9], [3.3, 3.1, -1.8], [0.3, -0.6, -1.1], [1.0, 2.4, -0.2], [-0.9, -1.6, 2.0], [0.6, 3.0, -3.4], [1.7, 0.3, 1.6], [0.5, 0.7, -0.1], [-0.3, -0.5, 0.2], [-0.1, -0.9, -0.2], [-2.8, -2.6, 1.5], [0.0, -0.1, 0.9], [0.2, -0.1, -0.6], [-0.8, -0.5, 0.7], [-0.2, 1.2, 0.1], [-0.5, -0.9, -0.4], [-0.8, 0.5, -0.2], [-0.7, -1.4, 0.9], [-0.5, 1.2, -1.5], [1.2, 0.3, -0.5], [0.5, -1.0, 1.1]],
  "nbo_charge": [0.284, -0.598, -0.663, -0.642, -0.367, -0.403, 0.411, -0.307, -0.378, 0.204, 0.207, 0.216, 0.233, 0.217, 0.215, 0.223, 0.228, 0.228, 0.205, 0.223, 0.264],
  "max_force_ev_per_a": 4.8,
  "smiles": "CC[C@H](C#N)C(C)(C)F",
  "orbital_gap_ev": 12.02,
  "lumo_energy_ev": 0.88
}